Below is a 2-piece molecular cluster, C21H26Br2F3N3O11P2 overall at a distorted geometry, with properties calculated with ωB97M-V/def2-TZVPD.

```
68
Properties=species:S:1:pos:R:3:forces:R:3:mulliken_charge:R:1
C -1.9243 -1.1174 1.4473 0.509 -0.486 -0.490 -2.105
C -0.6635 -0.4453 0.8984 -0.276 0.160 0.670 0.590
C 0.0920 -1.0026 -0.1043 0.173 -0.716 0.009 0.925
C -0.3817 -2.3250 -0.7006 -0.074 0.464 -1.095 -1.714
C -0.6956 -2.1003 -2.2337 0.218 -1.379 0.400 -0.107
C -2.1976 -2.2760 -2.5785 -0.005 1.127 -0.450 -0.328
C -2.4705 -1.4397 -3.8357 -0.256 -0.652 -1.097 0.191
O -2.3710 -1.9237 -4.9389 -0.135 0.330 0.836 -0.489
O -2.7870 -0.0926 -3.7149 0.146 -0.580 0.889 -0.458
C 1.3051 -0.3623 -0.6065 -0.247 -0.242 1.111 0.657
P 2.3111 -1.2001 -1.9215 0.459 0.345 -2.010 1.364
O 1.9664 -0.6854 -3.2529 -0.476 0.116 0.062 -0.672
O 3.8848 -0.9997 -1.6420 -0.925 -0.686 0.658 -0.494
O 2.1066 -2.8010 -1.9166 0.643 0.404 0.873 -0.589
C 1.6490 0.8771 -0.0598 -0.064 -0.417 -1.496 0.472
P 3.1301 1.7969 -0.6714 1.520 0.312 1.045 0.710
O 4.3336 1.2750 -0.0054 -0.077 -0.193 0.230 -0.699
O 3.1973 1.7009 -2.2691 -0.703 0.501 0.917 -0.461
O 3.0583 3.3770 -0.3774 -0.489 -0.424 -0.893 -0.442
C 0.8534 1.4380 0.9864 0.759 0.827 -0.110 -0.291
N 1.2814 2.6257 1.5072 -0.709 -0.398 0.685 -0.424
C 0.5648 3.0999 2.4902 0.324 -0.078 0.190 -0.402
C 1.0391 4.4491 3.0706 -0.243 0.103 -1.130 -0.221
O 1.4136 5.2785 1.9357 0.054 -0.384 0.528 -0.178
N 0.2035 5.6298 1.3188 -0.046 -0.101 -0.522 0.192
O 0.3599 5.8646 0.1886 -0.013 0.313 0.202 -0.361
C -0.5863 2.3999 2.9863 -0.998 1.313 1.306 0.383
C -1.3522 3.0019 4.1791 -0.001 -1.787 0.372 -0.363
C -1.6397 1.8275 5.1926 0.520 0.449 0.288 -0.807
C -1.2330 2.2380 6.6201 -0.121 -0.205 -0.463 0.162
F -1.5250 1.2219 7.4816 -0.249 0.170 -0.352 -0.296
Br 0.7264 2.4447 6.7337 -0.362 0.008 -0.088 -0.061
C -1.9279 3.5651 7.1075 0.767 -0.406 1.775 0.763
F -3.0989 3.7725 6.5049 0.286 0.042 -0.230 -0.210
F -1.1192 4.6297 6.9490 -0.614 -0.019 -0.696 -0.178
Br -2.2163 3.4571 9.0553 -0.175 0.113 -0.366 -0.125
N -1.0624 1.2734 2.5163 1.892 1.172 -0.646 -0.584
C -0.2844 0.8043 1.4918 -0.715 -1.782 -0.814 0.405
H -2.7408 -0.9058 0.7401 -0.075 0.083 0.551 0.263
H -2.1392 -0.8155 2.4739 -0.160 0.259 -0.434 0.310
H -1.8179 -2.2113 1.4618 0.058 0.401 0.053 0.511
H -1.3069 -2.7163 -0.2730 0.327 0.367 0.223 0.468
H 0.3762 -3.1071 -0.5622 -0.232 0.333 -0.149 0.320
H -0.2808 -1.1614 -2.6180 -0.302 -0.135 0.200 0.569
H -0.1707 -2.9103 -2.7551 -0.293 0.442 -0.177 -0.366
H -2.4326 -3.3070 -2.8705 0.142 0.225 0.291 0.374
H -2.8494 -1.9583 -1.7509 0.186 0.001 -0.264 0.340
H -3.7307 0.0264 -3.8801 0.114 0.027 -0.225 0.341
H 4.3377 -1.8374 -1.8171 0.076 0.146 0.162 0.334
H 1.9014 -3.1130 -2.8140 -0.145 0.080 0.056 0.312
H 4.0306 2.1469 -2.4954 -0.092 -0.198 -0.261 0.355
H 3.5247 3.5425 0.4529 -0.219 -0.013 0.016 0.320
H 1.9506 4.3448 3.6663 -0.354 0.027 0.043 0.227
H 0.2287 4.9854 3.5739 0.368 -0.268 0.243 0.484
H -2.3247 3.4027 3.8680 0.437 0.228 -0.049 0.223
H -0.7541 3.7277 4.7326 -0.254 0.137 -0.501 0.206
H -1.0194 0.9479 4.9748 -0.274 0.263 -0.075 0.449
H -2.6877 1.5033 5.1756 0.238 0.199 0.155 0.280
C 1.5835 -5.4703 -6.1065 0.187 0.032 0.311 -1.210
C 0.4573 -4.8659 -5.3074 -0.070 0.028 -0.020 0.872
C -0.8255 -4.5679 -6.0407 -0.031 -0.052 0.409 -0.966
O 0.5837 -4.6292 -4.1228 0.106 0.078 -0.017 -0.589
H 2.4428 -5.6316 -5.4574 -0.029 0.004 -0.011 0.318
H 1.2717 -6.4297 -6.5218 -0.026 0.088 -0.168 0.344
H 1.8732 -4.7934 -6.9116 -0.101 -0.110 -0.118 0.338
H -1.2422 -5.4873 -6.4569 0.122 0.036 -0.186 0.394
H -0.6335 -3.8501 -6.8394 -0.038 -0.109 -0.097 0.327
H -1.5458 -4.1361 -5.3512 0.035 0.069 -0.059 0.095
```
Forces are in eV/Å.

Calculated values
Gap between HOMO and LUMO ... 8.24 eV
2S+1 ... 1

***

Below is a 3-piece molecular cluster, C21H26BrN2O12P2 overall at a distorted geometry, with properties calculated with ωB97M-V/def2-TZVPD.

```
64
Properties=species:S:1:pos:R:3:forces:R:3:mulliken_charge:R:1
C 0.4477 2.7102 -2.9853 -0.091 -0.196 -1.203 -0.799
C -0.7560 2.2906 -2.5622 0.863 0.672 0.074 -0.340
N -1.3168 0.9090 -2.7919 -0.824 1.461 -0.626 1.617
C -2.8084 1.1625 -2.7873 -0.663 -0.319 -0.225 -1.161
O -3.5616 0.0050 -2.9747 0.043 0.652 0.484 -0.300
C -4.3427 0.0368 -4.1411 -2.663 -1.576 2.300 0.602
C -5.7979 -0.3369 -3.9374 0.832 -0.649 0.571 -1.170
O -3.8971 0.2976 -5.1690 2.098 1.365 -3.219 -0.371
C -0.7267 0.1326 -1.6321 0.211 -0.254 1.812 -0.443
P -1.8213 -0.6102 -0.2981 0.452 -2.071 0.838 0.078
N -0.9360 -1.6021 0.5369 -0.200 0.569 -0.162 -0.590
C 0.2846 -0.9531 -2.0980 -1.821 0.935 -2.029 -0.641
C 0.3597 -0.6611 -3.6515 0.367 -1.410 0.121 -0.672
P 1.9813 -0.1671 -4.4137 0.374 1.629 -0.016 0.219
O 1.6715 -0.5329 -5.9825 -0.106 -0.317 0.606 -0.492
Br 3.4289 -1.7004 -3.6824 -0.656 -0.141 -0.109 -0.238
C -0.8859 0.2008 -4.0370 1.717 -1.579 -1.737 -0.457
O -0.6740 0.9866 -5.1764 0.134 0.998 0.762 -0.499
H 0.6550 2.6984 -4.0541 1.029 -1.565 0.352 0.285
H 1.2247 3.1038 -2.3344 -0.825 1.538 -0.075 0.273
H -1.3864 2.9678 -1.9907 0.233 -1.025 1.357 0.519
H -2.9840 1.8952 -3.5818 0.100 -0.223 -0.100 0.604
H -3.1260 1.6361 -1.8546 0.510 -0.221 0.174 0.520
H -6.3879 0.5800 -3.9370 -0.071 -0.135 -0.006 0.308
H -5.9185 -0.8964 -3.0086 -0.158 0.295 0.031 0.322
H -6.0783 -1.0000 -4.7545 -0.133 0.319 -0.113 0.364
H -0.1361 0.8516 -1.0596 -0.253 0.066 -0.020 0.308
H -2.8476 -1.3531 -0.9281 -0.238 0.913 -0.173 0.048
H -2.3579 0.3874 0.5546 -0.072 0.351 -0.863 0.127
H -1.3118 -2.5424 0.4670 0.319 -0.060 0.149 0.234
H -0.2490 -1.9006 -2.0706 0.543 -0.217 0.629 0.407
H 1.2019 -0.9472 -1.5188 -0.016 -0.057 -0.110 0.439
H 0.1462 -1.6511 -4.0759 0.177 0.259 -0.300 0.760
H 2.0002 0.1838 -6.5430 0.030 -0.194 0.034 0.353
H -1.5603 -0.5708 -4.4151 -1.037 0.447 1.156 0.335
H -1.1291 1.8386 -5.1097 -0.121 -0.227 -0.238 0.456
C 2.2054 -1.9767 2.0865 -0.083 -0.383 -0.053 -0.590
C 3.4241 -1.4939 1.8352 -0.422 -0.119 -0.316 0.484
C 4.5759 -1.7540 2.7525 0.198 -0.189 0.453 0.827
O 5.6687 -1.3027 2.4617 -0.123 0.165 -0.251 -0.637
C 4.3308 -2.5356 3.9598 0.156 0.158 -0.158 -1.012
C 3.1079 -3.0172 4.2132 0.401 -0.094 0.376 0.282
C 1.9613 -2.7774 3.2778 -0.146 0.254 -0.510 0.924
O 0.8734 -3.2531 3.5489 0.104 -0.089 0.285 -0.671
O 2.8388 -3.7337 5.3042 -0.370 0.083 -0.302 -0.565
O 3.6794 -0.7521 0.7499 0.368 -0.043 0.267 -0.531
H 1.3666 -1.7936 1.4298 -0.087 0.032 0.033 0.341
H 5.1670 -2.7027 4.6242 -0.013 -0.023 0.002 0.437
H 1.8902 -3.9605 5.2478 0.050 -0.036 0.050 0.360
H 4.6298 -0.5306 0.8008 -0.031 -0.017 -0.030 0.354
C -0.2138 0.6287 3.8851 0.199 -0.014 -0.241 -0.991
C -1.0323 1.1770 4.7920 -0.184 -0.424 -0.276 0.396
C -0.5954 2.3238 5.6552 0.483 0.382 0.197 0.873
O -1.3891 2.7927 6.4467 -0.241 -0.220 -0.112 -0.605
C 0.7687 2.8187 5.5024 -0.249 0.008 0.085 -0.893
C 1.5878 2.2681 4.5985 0.206 0.362 0.348 0.241
C 1.1404 1.1408 3.7185 -0.508 -0.385 -0.057 0.823
O 1.9172 0.6859 2.8972 0.181 0.557 0.094 -0.507
O 2.8416 2.6882 4.4280 -0.166 -0.355 -0.317 -0.601
O -2.2762 0.7416 4.9802 0.125 0.399 0.236 -0.583
H -0.5166 -0.1992 3.2542 0.017 -0.033 0.034 0.695
H 1.0779 3.6338 6.1415 0.018 -0.004 -0.012 0.439
H 3.2180 2.1309 3.7199 0.060 0.054 0.058 0.348
H -2.6515 1.3038 5.6871 -0.029 -0.061 -0.009 0.358
```
Forces are in eV/Å.

Calculated values
Total charge ... +1
Gap between HOMO and LUMO ... 6.61 eV
2S+1 ... 1

***

Below is a 2-piece molecular cluster, C21H26BrN5O5S3 overall at a distorted geometry, with properties calculated with ωB97M-V/def2-TZVPD.

```
61
Properties=species:S:1:pos:R:3:forces:R:3:mulliken_charge:R:1
O -1.9530 -1.1857 -1.9265 -0.025 -0.132 0.015 -0.527
C -1.3330 -1.1840 -2.9732 -2.520 -0.951 0.819 0.623
N -1.7359 -1.9295 -4.0451 0.994 1.053 0.709 -0.166
C -2.7900 -2.8118 -4.0619 -0.552 -0.906 -0.865 0.457
N -2.9270 -3.4238 -5.2060 -1.253 -0.836 0.592 -0.661
C -3.9908 -4.3185 -5.1337 -0.267 0.146 0.767 -0.498
C -4.6458 -4.3625 -3.9304 0.220 -0.158 -0.767 0.196
Br -6.1308 -5.4873 -3.5102 0.746 0.629 -0.085 -0.096
S -3.9377 -3.2497 -2.7975 0.712 0.306 -0.655 0.017
N -0.2554 -0.3884 -3.1587 1.108 0.720 0.035 -0.242
S 0.5020 0.1682 -1.7664 3.241 -0.023 2.041 1.192
O 1.7912 0.7180 -2.2035 -2.413 -0.105 -0.190 -0.755
O 0.7173 -0.9334 -0.8129 -1.512 1.540 -1.375 -0.758
C -0.5559 1.4876 -1.0908 -0.624 -0.517 0.464 0.002
C -1.4411 1.2807 -0.0545 0.551 0.233 -0.695 -0.140
S -2.3276 2.7331 0.3955 0.972 -0.902 -0.670 -0.210
C -1.4909 3.6461 -0.8526 -0.245 0.287 0.157 0.418
C -1.6655 5.0009 -1.1544 0.240 0.280 -0.338 -0.550
C -0.9146 5.5789 -2.1856 -0.308 -0.482 0.523 -0.540
C 0.0006 4.8021 -2.9070 -0.083 -0.733 0.364 -0.821
C 0.1703 3.4475 -2.5964 0.036 0.847 -0.392 -0.333
C -0.5798 2.8673 -1.5656 0.667 -0.543 -0.555 -0.113
H -1.2489 -1.8229 -4.9228 -0.221 -0.275 -0.116 0.260
H -4.2799 -4.9433 -5.9738 0.244 0.255 0.064 0.432
H 0.4076 -0.7009 -3.8467 0.537 0.252 -0.246 0.331
H -1.5937 0.3171 0.4276 -0.090 0.343 0.013 0.645
H -2.3771 5.5984 -0.5923 0.097 -0.062 -0.072 0.406
H -1.0387 6.6315 -2.4231 -0.031 -0.167 0.075 0.387
H 0.5839 5.2518 -3.7057 -0.082 -0.106 0.133 0.394
H 0.8924 2.8646 -3.1581 -0.096 -0.031 0.167 0.440
C -1.5698 -2.4136 2.0091 0.380 0.145 0.145 -0.970
N -0.2263 -1.8574 1.8503 -0.061 -0.110 -0.775 0.193
C 0.5131 -1.3103 2.8256 -0.039 -0.018 1.162 0.239
O 0.1186 -1.2099 3.9838 0.108 0.137 -0.211 -0.698
C 1.9282 -0.8205 2.4624 0.173 -0.057 -0.794 0.327
C 1.9284 0.6397 1.9614 -0.501 0.043 0.494 -0.462
C 1.2515 1.6658 2.8881 0.604 0.238 -0.041 1.144
C 1.9726 1.7805 4.2312 -0.446 -0.417 -0.098 -1.790
C 1.2625 3.0400 2.2178 -0.196 -0.386 -0.042 -1.438
N 2.5599 -1.6556 1.4290 -0.700 1.539 0.491 0.028
C 3.1528 -2.8362 1.6053 0.728 -1.538 -0.016 0.823
C 3.3339 -3.3883 3.0062 -0.157 0.237 -0.226 -1.026
O 3.5551 -3.4774 0.6472 0.070 -0.063 -0.276 -0.691
H -2.2748 -1.8698 1.3784 -0.055 -0.053 -0.014 0.278
H -1.8951 -2.3421 3.0494 0.247 0.100 -0.152 0.355
H -1.5683 -3.4645 1.7150 -0.049 0.052 -0.013 0.341
H 0.1895 -1.8869 0.9245 -0.216 -0.046 0.224 0.085
H 2.5264 -0.8642 3.3730 -0.192 -0.162 0.025 0.415
H 2.9613 0.9480 1.7932 0.111 -0.062 -0.024 0.633
H 1.4157 0.6828 1.0056 -0.013 -0.096 -0.270 -0.880
H 0.2121 1.3863 3.0563 -0.106 -0.186 0.076 0.235
H 1.8966 0.8385 4.7739 0.092 0.042 0.140 0.338
H 1.5046 2.5581 4.8346 0.095 0.030 0.081 0.474
H 3.0220 2.0285 4.0731 0.093 0.050 0.043 0.323
H 2.2888 3.3695 2.0574 0.041 0.117 -0.046 0.347
H 0.7460 3.7622 2.8496 0.040 0.114 -0.043 0.426
H 0.7527 2.9905 1.2560 -0.003 0.155 -0.156 0.199
H 2.4478 -1.3710 0.4646 0.040 -0.032 0.035 0.082
H 3.7965 -4.3717 2.9390 -0.050 0.156 -0.110 0.331
H 3.9799 -2.7242 3.5769 -0.057 0.032 0.222 0.278
H 2.3655 -3.4784 3.4941 -0.025 0.079 0.252 0.271
```
Forces are in eV/Å.

Calculated values
Gap between HOMO and LUMO ... 8.76 eV
2S+1 ... 1

***

Below is C21H26CaF6NO22S2 as an isolated structure at a distorted geometry, with properties calculated with ωB97M-V/def2-TZVPD.

```
79
Properties=species:S:1:pos:R:3:forces:R:3:mulliken_charge:R:1
Ca 0.6414 0.1249 0.1497 -2.096 0.525 -0.299 3.712
C 3.7035 -0.4155 -3.1119 -0.680 0.089 1.067 0.635
F 4.3960 0.0181 -4.1365 0.020 0.415 0.208 -0.201
F 2.8409 -1.3380 -3.5617 0.197 0.231 0.371 -0.204
F 4.5046 -0.9516 -2.1913 -0.284 -0.329 -0.731 -0.182
S 2.6620 1.0027 -2.2120 -1.764 1.158 -1.335 0.310
O 3.2181 2.2748 -2.6653 -0.636 -2.041 1.038 -0.549
O 1.2479 0.8217 -2.5382 1.210 -0.450 0.360 -0.266
N 2.6730 0.5753 -0.5146 1.575 0.694 -4.518 -0.581
S 4.0329 1.1860 -0.0583 3.972 1.736 0.682 0.640
O 5.0815 1.3524 -1.0976 -2.044 -1.270 2.160 -0.612
O 3.8267 2.3492 0.7501 -0.122 -0.089 0.719 -0.650
C 4.6227 -0.1730 1.1152 0.449 -0.072 -3.006 0.693
F 5.9172 -0.0890 1.1760 1.877 0.054 -0.115 -0.221
F 4.1944 -0.0503 2.3159 -1.636 -0.289 1.719 -0.223
F 4.3387 -1.3910 0.5439 -0.296 0.618 1.040 -0.241
C 2.7397 -2.9185 4.4081 -0.616 -0.308 -0.633 -0.274
C 2.2010 -4.0718 3.5974 -0.250 -1.575 0.451 -0.501
O 1.2303 -3.4648 2.7635 -1.407 -2.038 -1.855 -0.299
C 1.5377 -2.2459 2.5257 0.714 4.577 -2.372 -0.037
O 1.2583 -1.5218 1.4977 1.509 -4.162 5.143 -0.332
O 2.2781 -1.8051 3.5787 0.663 0.604 -0.247 -0.240
H 3.8249 -2.9838 4.4875 -0.113 0.608 -0.130 0.282
H 2.2862 -2.9357 5.3991 -0.030 0.670 -0.092 0.329
H 1.6727 -4.8497 4.1485 0.034 0.262 0.299 0.288
H 2.9298 -4.6199 3.0002 0.146 0.445 -0.288 0.282
C -1.2929 5.2384 -1.5639 -3.165 1.659 -0.467 -0.018
C -0.1788 5.1402 -2.5148 0.640 0.219 -1.170 -0.313
O 0.6017 4.1457 -1.9581 0.864 -2.201 2.212 -0.259
C 0.0135 3.6406 -0.8042 1.748 -0.473 -0.501 0.395
O 0.4648 2.7244 -0.1559 -0.792 1.161 -0.881 -0.004
O -1.0853 4.3464 -0.5204 0.706 -0.890 0.768 -0.343
H -2.2039 4.9305 -2.0771 -0.278 0.051 0.147 -0.210
H -1.4863 6.2491 -1.2045 0.215 -0.106 0.330 0.339
H 0.3904 6.0639 -2.6188 0.064 -0.114 -0.138 0.261
H -0.5111 4.7496 -3.4766 0.057 0.484 -0.240 0.262
C 2.0460 1.7565 5.3975 0.374 0.789 -0.338 -0.482
C 0.9577 2.8295 5.2096 0.377 -0.340 -0.607 -0.291
O 0.5706 2.6833 3.8314 0.809 -1.363 -0.708 -0.366
C 1.2057 1.5671 3.2897 -1.913 1.459 0.605 -0.104
O 0.9595 1.1468 2.1957 0.243 0.387 0.329 -0.315
O 1.9814 0.9933 4.1683 0.504 -0.494 1.027 -0.204
H 1.8640 1.1853 6.3079 -0.004 -0.527 -0.489 0.302
H 3.0602 2.1541 5.4352 -0.110 0.116 0.093 0.302
H 1.3367 3.8472 5.3034 -0.220 -0.136 0.417 0.292
H 0.1075 2.5858 5.8467 -0.072 0.464 -0.088 0.277
C -0.8832 -4.7682 -0.8471 1.272 0.543 -1.763 -0.164
C -0.9180 -4.6701 -2.4162 -0.006 -0.685 0.876 -0.413
O -0.2499 -3.4341 -2.7290 -0.585 1.013 -1.104 -0.390
C 0.0295 -2.7395 -1.6364 -0.178 0.246 1.398 0.214
O 0.4498 -1.6008 -1.4752 -0.717 -2.389 -1.210 0.018
O -0.2517 -3.5247 -0.6023 0.608 0.458 2.760 -0.049
H -0.2561 -5.6035 -0.5353 0.073 0.217 0.266 0.326
H -1.8285 -4.7901 -0.3048 -0.025 -0.001 -0.441 -0.003
H -1.9794 -4.7217 -2.6586 0.269 0.502 -0.976 0.254
H -0.2995 -5.3958 -2.9444 -0.545 -0.356 0.242 0.343
C -4.5425 -2.1590 1.2256 -1.838 -0.526 -0.487 -0.460
C -3.9150 -2.9325 0.0502 -1.357 1.128 -0.256 -0.454
O -2.6931 -2.2634 -0.0762 1.540 -0.706 -0.382 -0.070
C -2.3937 -1.6822 1.0928 0.492 0.880 -1.457 0.277
O -1.3470 -1.2225 1.3761 1.723 0.577 0.148 -0.315
O -3.4591 -1.5143 1.7888 -0.696 0.222 2.758 -0.375
H -5.0623 -2.7881 1.9482 0.268 -0.061 0.062 0.302
H -5.2390 -1.3702 0.9414 -0.127 -0.188 -0.389 0.299
H -4.4187 -2.6632 -0.8781 -0.403 -0.914 0.057 0.341
H -3.7940 -3.9962 0.2556 -0.038 0.029 -0.240 0.295
C -4.5635 2.8424 -3.2426 -1.073 2.691 0.519 -1.249
C -4.1168 1.4726 -3.0581 0.670 -0.928 -1.245 0.644
C -3.0149 1.1161 -4.0511 -0.653 -0.191 -1.260 -0.738
O -1.8774 0.9001 -3.2662 1.089 -1.259 -2.382 -0.222
C -2.1519 0.8675 -2.0177 -1.355 2.360 0.338 0.304
O -1.3141 0.7960 -1.1899 0.236 -0.995 2.092 -0.231
O -3.4508 1.2643 -1.8270 0.241 -0.768 1.605 -0.343
H -5.5416 3.0032 -2.7891 0.101 0.184 0.282 0.372
H -4.6732 3.2394 -4.2518 0.045 -0.811 -0.385 0.408
H -3.8539 3.5503 -2.8143 0.050 -0.055 0.363 0.062
H -4.9728 0.8030 -3.1426 0.201 -0.277 0.166 0.334
H -2.7320 1.8840 -4.7711 -0.354 0.151 0.125 0.309
H -3.3471 0.2439 -4.6141 0.635 -0.302 -0.020 0.295
```
Forces are in eV/Å.

Calculated values
Total charge ... +1
Gap between HOMO and LUMO ... 9.39 eV
Energy above the lowest of the compared OMol25 structures with the same formula, charge and spin ... 0.0 kcal per mole
2S+1 ... 1

***

no.,total energy (a.u.)
1,-7938.15586
2,-5084.52564
3,-5234.44126
4,-4598.93931